Entry 1:
A molecular structure, C34H32ClN3O7PReS2. Source: the OMol25 dataset; level of theory: ωB97M-V/def2-TZVPD.

Element x y z (Å)
Re: -1.0714 -1.1626 -1.9314
C: -0.1791 -4.5517 5.1709
O: -0.0394 -3.6672 4.0638
C: 0.9359 -2.7289 4.1279
C: 1.8307 -2.5674 5.1738
C: 2.7711 -1.5448 5.1244
C: 2.8090 -0.6711 4.0529
C: 1.9065 -0.8183 3.0069
C: 0.9921 -1.8595 3.0296
N: 0.0268 -2.0709 2.0153
C: 0.1642 -1.8455 0.7042
N: 1.3875 -1.7380 0.2091
C: 1.7976 -1.5585 -1.1148
C: 0.9116 -1.3197 -2.1697
C: 1.4877 -1.2115 -3.4557
C: 2.8465 -1.2775 -3.6468
C: 3.7125 -1.4704 -2.5676
C: 3.1892 -1.6152 -1.3008
O: 3.9082 -1.8027 -0.1633
C: 5.3279 -1.8092 -0.2683
N: -0.9369 -1.7720 -0.0784
C: -2.2101 -1.8722 0.5892
C: -2.9903 -3.0042 0.4247
C: -4.2608 -3.0602 0.9810
C: -4.7342 -1.9740 1.6958
C: -3.9561 -0.8352 1.8750
C: -2.6818 -0.7755 1.3275
O: -1.8251 0.2625 1.4440
C: -2.2886 1.4315 2.1128
H: -1.0146 -5.2011 4.9305
H: -0.3962 -4.0000 6.0872
H: 0.7214 -5.1532 5.3054
H: 1.8041 -3.2318 6.0250
H: 3.4705 -1.4316 5.9418
H: 3.5253 0.1384 4.0282
H: 1.9077 -0.1079 2.1879
H: -0.8820 -2.3869 2.3275
H: 2.1507 -1.8868 0.8595
H: 0.8339 -1.0746 -4.3093
H: 3.2616 -1.1808 -4.6416
H: 4.7793 -1.5109 -2.7332
H: 5.6686 -2.6589 -0.8628
H: 5.7016 -1.9006 0.7464
H: 5.6900 -0.8790 -0.7082
H: -2.5988 -3.8294 -0.1581
H: -4.8739 -3.9402 0.8460
H: -5.7268 -2.0020 2.1257
H: -4.3506 -0.0023 2.4385
H: -1.4668 2.1407 2.0775
H: -2.5417 1.2139 3.1524
H: -3.1547 1.8569 1.6011
S: 1.9385 1.6647 -0.9342
P: 0.2770 2.3990 -1.5719
S: -1.4111 0.9806 -1.7481
C: -0.5507 3.5599 -0.4559
C: -1.8627 3.9747 -0.6795
C: -2.4644 4.8589 0.1997
C: -1.7616 5.3344 1.3013
C: -0.4545 4.9250 1.5229
C: 0.1510 4.0338 0.6476
C: 0.2994 3.1301 -3.2190
C: 0.0657 4.4885 -3.4144
C: 0.1615 5.0227 -4.6916
C: 0.4833 4.2071 -5.7658
C: 0.7209 2.8523 -5.5681
C: 0.6360 2.3138 -4.2969
H: -2.4188 3.6119 -1.5369
H: -3.4823 5.1809 0.0226
H: -2.2344 6.0296 1.9830
H: 0.0975 5.2995 2.3750
H: 1.1691 3.7048 0.8123
H: -0.1801 5.1331 -2.5817
H: -0.0143 6.0795 -4.8435
H: 0.5530 4.6274 -6.7606
H: 0.9759 2.2174 -6.4065
H: 0.8390 1.2614 -4.1328
O: -3.3373 -2.8898 -4.6492
Cl: -2.6473 -2.2152 -3.6473
O: -1.7065 -1.1960 -4.1413
O: -1.7125 -3.0908 -2.8699
O: -3.4688 -1.5813 -2.6485

Results
<S²>	0.77
net charge	+1
Kohn-Sham gap (alpha / beta)	6.32 / 6.41	eV
2S+1	2

These are the Mulliken partial charges, in e, on atoms 1 to 4: 1.36 -0.99 -0.36 0.63

Entry 2:
2 unconnected molecules or ions with the total composition C4H7N2O2. Source: the OMol25 dataset; level of theory: ωB97M-V/def2-TZVPD.

Element x y z (Å)
C: -1.0479 1.7921 0.5892
C: 0.7508 -0.4474 -0.8133
C: 1.7764 -0.6078 -0.1097
C: -1.6651 0.6890 0.2594
N: -2.1800 -0.4565 0.0222
N: 2.8216 -0.8715 0.5635
O: -3.5223 -0.5878 0.3578
O: -1.6521 -1.4439 -0.5461
H: -1.4130 2.6476 0.0491
H: -0.5289 1.9012 1.5659
H: 0.3747 0.3806 -1.4210
H: -3.7945 -1.5442 0.1384
H: 3.0744 -0.1807 1.2777
H: 3.6280 -1.2665 0.1401
H: -0.2839 -1.1858 -0.6185

Results
net charge	+1
Kohn-Sham gap	9.79	eV

These are the natural (NBO) partial charges, in e, on atoms 1 to 4: -0.40 -0.52 0.44 0.25

Entry 3:
A molecular structure, C2H3Br3Si. Source: the OMol25 dataset; level of theory: ωB97M-V/def2-TZVPD.

Element x y z (Å)
C: -0.4107 0.5293 0.0401
C: -1.3690 -0.3890 -0.0084
Si: 1.4739 0.0528 0.0801
Br: -1.0100 2.3312 0.0238
Br: -3.2969 -0.0724 0.0501
Br: -1.0302 -2.2608 0.0424
H: 2.3486 1.0393 0.6873
H: 1.5396 0.0901 -1.4267
H: 1.7548 -1.3206 0.5113

Results
Kohn-Sham gap	9.68	eV

These are the natural (NBO) partial charges, in e, on atoms 1 to 4: -0.55 -0.21 0.87 0.11

Entry 4:
C2H4BrP in the gas phase. Source: the OMol25 dataset; level of theory: ωB97M-V/def2-TZVPD.

Element x y z (Å)
C: 0.2071 -0.7367 0.1009
C: 0.8879 -1.7383 0.5801
P: -4.0206 -0.4615 -0.1923
Br: -1.8631 0.2047 0.2144
H: -3.9365 -1.0266 1.0038
H: 0.6911 0.0694 -0.4600
H: 0.2679 -2.5474 1.0868
H: 1.7677 -1.9749 0.0192

Results
Kohn-Sham gap (alpha / beta)	7.30 / 6.18	eV

These are the natural (NBO) partial charges, in e, on atoms 1 to 4: -0.17 -0.49 0.08 0.03

Entry 5:
A molecular structure, C39H36N10O4Tl. Source: the OMol25 dataset; level of theory: ωB97M-V/def2-TZVPD.

Element x y z (Å)
Tl: -0.8545 -0.9174 -1.5045
C: 4.1699 -1.8717 6.3999
O: 2.9941 -1.4596 5.7383
C: 2.5191 -0.2165 6.0337
C: 1.1447 -0.0586 6.1803
C: 0.5823 1.1854 6.2016
C: 1.3782 2.3456 5.8588
C: 2.7968 2.1954 5.9612
C: 3.3602 0.9329 6.0187
N: 0.8974 3.4788 5.2022
N: -0.3429 3.4097 4.8286
C: -0.7874 3.0726 3.6177
C: -2.2013 2.8306 3.4187
C: -2.6256 1.9335 2.5247
C: -1.7369 1.2976 1.5475
O: -2.1302 0.4626 0.6951
C: -0.3093 1.8130 1.5088
N: 0.4419 1.5329 0.4127
C: 1.6390 2.1505 0.2984
C: 2.1098 3.1398 1.1788
C: 1.4030 3.3447 2.3651
C: 0.1183 2.7697 2.4974
H: 4.2551 -2.9570 6.3020
H: 4.0213 -1.6360 7.4567
H: 5.0681 -1.4247 5.9572
H: 0.5124 -0.9437 6.2233
H: -0.4203 1.3551 6.5709
H: 3.4223 3.0794 5.7736
H: 4.4462 0.8997 6.0290
H: -2.8986 3.2951 4.1212
H: -3.6852 1.6638 2.4428
H: 2.1740 1.9225 -0.6179
H: 3.0208 3.6794 0.9401
H: 1.7479 3.8882 3.2465
C: -2.9781 5.0816 -3.4815
C: -2.3794 4.3217 -2.4628
C: -2.5455 2.9836 -2.4379
C: -3.3301 2.3544 -3.4553
C: -3.9875 3.1171 -4.4112
C: -3.7396 4.4703 -4.4382
N: -3.2570 0.9870 -3.5530
N: -4.0568 0.4746 -4.4180
C: -3.8786 -0.8533 -4.6645
C: -4.9729 -1.4803 -5.3359
C: -4.7524 -2.7208 -5.8488
C: -3.5576 -3.4225 -5.6073
C: -2.6093 -2.7206 -4.8560
N: -2.7536 -1.4833 -4.3838
H: -2.8408 6.1644 -3.4857
H: -1.7892 4.8657 -1.7073
H: -2.1420 2.3880 -1.5955
H: -4.6343 2.5711 -5.1123
H: -4.0730 5.0158 -5.2998
H: -5.9031 -0.9588 -5.4212
H: -5.5918 -3.1588 -6.4991
H: -3.4147 -4.4740 -5.9191
H: -1.6317 -3.1904 -4.6279
N: -2.6508 -3.0431 -0.6745
N: -1.7214 -4.0449 -0.5342
C: -0.5741 -4.0756 -1.3333
O: 0.2974 -4.8947 -1.0621
O: -0.4733 -3.2194 -2.3268
H: -3.2649 -2.9092 0.1276
H: -3.1829 -3.0928 -1.5402
H: -1.9077 -4.8464 0.0950
C: 2.8766 1.9861 -6.1049
C: 2.3937 2.8016 -5.0911
C: 2.0961 2.2479 -3.8569
N: 2.2166 0.9593 -3.6057
C: 2.6553 0.1684 -4.5620
C: 3.0694 0.6438 -5.8088
H: 3.0740 2.4083 -7.1119
H: 2.2659 3.8560 -5.2604
H: 1.7159 2.8948 -3.0717
H: 2.6556 -0.8930 -4.3316
H: 3.4799 -0.0760 -6.5425
C: 2.6766 -5.1981 3.4968
C: 2.2791 -4.1294 2.5324
C: 1.2253 -3.2646 2.8005
C: 0.7892 -2.3579 1.7877
N: 1.3803 -2.2927 0.6267
C: 2.4613 -3.0450 0.3642
C: 2.9293 -3.9952 1.2776
H: 1.9742 -6.0383 3.5809
H: 2.8936 -4.7980 4.4859
H: 3.5938 -5.6746 3.1627
H: 0.7207 -3.3125 3.7777
H: -0.0752 -1.7347 1.9072
H: 2.9197 -2.9720 -0.6121
H: 3.7990 -4.5842 1.0010

Results
net charge	+1
Kohn-Sham gap (alpha / beta)	2.83 / 2.83	eV

These are the Mulliken partial charges, in e, on atoms 1 to 4: 0.79 -0.80 -0.19 0.58

Entry 6:
9 unconnected molecules or ions with the total composition C30H81N3O15. Source: the OMol25 dataset; level of theory: ωB97M-V/def2-TZVPD.

Element x y z (Å)
C: 3.2306 0.9358 5.3243
O: 2.6827 0.0684 4.3075
C: 3.6807 -0.8322 3.7680
C: 3.1117 -1.9118 2.8571
N: 2.7895 -3.1764 3.5052
C: 1.7575 -3.0413 4.5398
C: 0.3519 -3.0233 4.0239
O: 0.0906 -3.9545 3.0156
C: -1.2799 -3.7735 2.5032
H: 2.6699 1.8540 5.4989
H: 4.2502 1.2610 5.1176
H: 3.1585 0.5229 6.3306
H: 4.2979 -1.2585 4.5588
H: 4.3613 -0.2855 3.1152
H: 3.8402 -2.1962 2.0978
H: 2.2665 -1.5194 2.2916
H: 2.3749 -3.8293 2.8556
H: 2.0180 -2.1302 5.0785
H: 1.8481 -3.8704 5.2416
H: 0.1902 -2.0385 3.5855
H: -0.4414 -3.0807 4.7692
H: -2.0886 -4.1147 3.1496
H: -1.4417 -4.3176 1.5727
H: -1.4013 -2.7524 2.1417
C: -5.8624 -1.6499 -3.6416
O: -4.7250 -1.2198 -4.4086
C: -3.4267 -1.4482 -3.7742
C: -2.3258 -0.7016 -4.6797
N: -1.0065 -0.8373 -4.0496
C: -0.1388 0.2637 -4.5124
C: 0.4156 0.1188 -5.9495
O: -0.6924 0.3415 -6.8462
C: -0.3207 0.4361 -8.2041
H: -5.7233 -2.7140 -3.4510
H: -6.8437 -1.5251 -4.0994
H: -5.8740 -1.2125 -2.6433
H: -3.2774 -2.5279 -3.7844
H: -3.3690 -1.0501 -2.7611
H: -2.6667 0.3320 -4.7395
H: -2.2500 -1.1462 -5.6720
H: -0.6136 -1.7284 -4.3175
H: 0.7936 0.2417 -3.9484
H: -0.6900 1.1944 -4.3781
H: 0.8369 -0.8807 -6.0573
H: 1.1768 0.8925 -6.0497
H: -1.2460 0.1995 -8.7296
H: 0.3838 -0.3137 -8.5640
H: 0.0658 1.3724 -8.6067
C: -0.0264 1.3159 3.6316
O: -1.3443 1.8270 3.5185
C: -2.2768 1.0194 2.7988
C: -3.5783 1.6995 2.9693
N: -3.9410 1.5811 4.3728
C: -5.1691 2.2920 4.7181
C: -5.1875 2.2865 6.2323
O: -4.0474 2.9657 6.8346
C: -4.2654 4.3845 6.8551
H: -0.0345 0.3558 4.1477
H: 0.6526 1.8934 4.2589
H: 0.4858 1.2474 2.6719
H: -2.2576 0.0287 3.2529
H: -2.0442 0.9878 1.7343
H: -4.2005 1.1045 2.3007
H: -3.5171 2.7542 2.7009
H: -3.1209 1.8818 4.8799
H: -6.0452 1.8509 4.2427
H: -5.1175 3.3253 4.3749
H: -4.9712 1.2458 6.4736
H: -6.1649 2.4630 6.6813
H: -3.4610 4.9117 7.3682
H: -5.1919 4.5353 7.4092
H: -4.4517 4.7674 5.8517
O: 7.3307 0.9423 0.8365
C: 6.5892 0.3941 -0.2134
C: 5.2476 -0.1453 0.2558
O: 4.4293 0.7507 1.0505
H: 7.4991 0.2902 1.5206
H: 6.4017 1.1742 -0.9511
H: 7.0779 -0.4595 -0.6833
H: 5.4455 -1.0315 0.8587
H: 4.5659 -0.5940 -0.4668
H: 4.6924 1.6573 0.8761
O: -2.1804 -5.6625 -2.2923
C: -1.2388 -5.0076 -1.4705
C: -1.4365 -3.4872 -1.4518
O: -0.3747 -2.9458 -0.7468
H: -1.8644 -6.5288 -2.5591
H: -1.2216 -5.2249 -0.4026
H: -0.2472 -5.2796 -1.8323
H: -2.3011 -3.1821 -0.8623
H: -1.5420 -3.0523 -2.4457
H: -0.4853 -1.9922 -0.7485
O: 3.9362 -1.2953 -2.8399
C: 3.9030 -0.4398 -3.9448
C: 5.2884 0.2517 -4.1002
O: 6.1308 -0.7170 -4.6804
H: 4.6364 -1.9396 -2.9673
H: 3.6593 -1.0775 -4.7945
H: 3.0894 0.2811 -4.0248
H: 5.5654 0.7709 -3.1828
H: 5.3309 1.0903 -4.7952
H: 6.7757 -1.0490 -4.0514
C: 2.5448 3.4455 -2.1561
C: 3.5992 3.8187 -1.1279
O: 3.1257 3.6004 0.1739
H: 2.7389 3.6885 -3.2008
H: 1.5626 3.8743 -1.9569
H: 2.3978 2.3663 -2.1140
H: 3.8383 4.8818 -1.1551
H: 4.5183 3.2403 -1.2211
H: 2.2800 4.0323 0.3151
C: -5.1765 2.2960 -0.5073
C: -3.9125 1.6288 -0.9764
O: -3.9929 0.2869 -0.4662
H: -5.9875 1.9661 -1.1567
H: -4.9060 3.3330 -0.7060
H: -5.4328 2.1483 0.5418
H: -3.0307 2.1437 -0.5952
H: -3.7585 1.6628 -2.0549
H: -3.2144 -0.1417 -0.8293
C: 1.1376 -0.0030 -0.5741
C: -0.1873 0.7325 -0.7793
O: -1.1314 -0.1602 -1.1469
H: 1.4194 -0.3776 -1.5582
H: 1.0629 -0.7521 0.2142
H: 1.8442 0.7255 -0.1765
H: -0.1212 1.5892 -1.4501
H: -0.4716 1.0995 0.2069
H: -1.1114 -0.3149 -2.0942

Results
SMILES string	COCCNCCOC.COCCNCCOC.COCCNCCOC.OCCO.OCCO.OCCO.CCO.CCO.CCO
Kohn-Sham gap	8.58	eV

These are the Mulliken partial charges, in e, on atoms 1 to 4: -0.99 0.02 -0.89 0.13